Record 1
ORCA calculation (the ωB97M-V functional and the def2-TZVPD basis) on a gas-phase ion, C2H4Cl3N2O (charge +1) in a non-equilibrium geometry.

Net charge: +1
Highest occupied orbital energy, eV: -15.14
Electronic energy, eV: -44724.8013
SMILES: [NH2+]=C(NO)C(Cl)(Cl)Cl
Energy above the lowest of the compared OMol25 structures with the same formula, charge and spin, kcal per mole: 14.42

Atoms and positions in Å:
C1 -0.053 0.017 -0.098
C2 -0.858 0.451 1.143
N1 1.236 -0.287 0.000
N2 -0.704 -0.033 -1.219
O1 1.902 -0.628 -1.168
Cl1 0.033 0.616 2.613
Cl2 -1.793 2.049 0.893
Cl3 -2.274 -0.689 1.360
H1 1.873 0.023 0.769
H2 -1.676 0.212 -1.106
H3 -0.089 -0.295 -1.976
H4 2.402 -1.435 -1.210

Forces on atoms 1 to 3 (eV/Å):
C 0.4 0.5 1.0
C -2.2 0.8 0.5
N 1.1 -0.7 0.7

***

Record 2
ORCA calculation (the ωB97M-V functional and the def2-TZVPD basis) on a single C3H6N2O2 molecule in a non-equilibrium geometry.

Net charge: 0
Highest occupied orbital energy, eV: -9.68
Electronic energy, eV: -10283.0512
SMILES: NC(=O)CNC=O
Energy above the lowest of the compared OMol25 structures with the same formula, charge and spin, kcal per mole: 40.27

Atoms and positions in Å:
C1 0.659 0.725 -1.981
N1 0.539 1.217 -0.652
C2 -0.245 0.517 0.342
C3 -0.060 -1.051 0.463
N2 -0.426 -1.498 1.738
O1 0.101 -1.783 -0.491
O2 1.419 1.351 -2.771
H1 -0.211 0.065 -2.218
H2 1.188 1.924 -0.420
H3 -0.082 1.047 1.354
H4 -1.410 0.691 0.193
H5 -0.567 -2.420 2.166
H6 -0.905 -0.785 2.277

Forces on atoms 1 to 3 (eV/Å):
C 0.6 4.3 -0.3
N -0.7 -2.7 -1.9
C -1.4 1.0 1.6

***

Question: Number 1 is which compound?
Answer: C2H4Cl3N2O